No. 1
ORCA calculation (ωB97M-V/def2-TZVPD) on a 6-piece molecular cluster, CH13NO6 overall.

Geometry as ORCA input:
```
! wB97M-V def2-TZVPD RIJCOSX def2/J DEFGRID3
* xyz 0 1
N 0.3062 0.1802 -0.6738
C 1.1180 0.4048 -1.7557
O 0.8022 0.0473 -2.8709
H 0.4858 0.8222 0.0760
H -0.5151 -0.4004 -0.7225
H 2.1084 0.7577 -1.4718
O 2.3759 -0.9751 1.1802
H 1.9878 -1.2424 0.3395
H 3.2747 -1.2958 1.3008
O -1.3852 2.0705 -0.0161
H -0.4841 2.2147 0.2778
H -1.8235 2.8904 0.2588
O -1.7199 -1.5793 -1.6376
H -2.5831 -1.8686 -1.9382
H -1.2955 -0.9184 -2.1983
O -2.3298 -3.0348 1.3358
H -1.9283 -2.2236 1.6656
H -2.0631 -2.9756 0.4046
O 0.8224 2.4694 2.1700
H 1.2861 1.6603 2.4441
H 1.5600 2.9966 1.8315
*
```

Summary:
* molar mass: 135.1 Da
* maximum force: 2.26 eV/A
* E_HOMO: -0.378 Eh
* SMILES: NC=O.O.O.O.O.O
* gap between HOMO and LUMO: 0.3853 hartree

Here are the natural (NBO) charges for atoms 1 to 4, given in e: -0.84, 0.52, -0.62, 0.38

=====

No. 2
ORCA calculation (ωB97M-V/def2-TZVPD) on C24H15Cl2F5NOSTeTi as an isolated structure.

Geometry as ORCA input:
```
! wB97M-V def2-TZVPD RIJCOSX def2/J DEFGRID3
* xyz 0 2
Ti 0.6026 -0.2191 0.8038
Cl -4.1314 0.1856 -0.0845
C -3.2320 1.1165 0.9535
C -3.7594 2.2081 1.5756
C -2.9850 3.0460 2.4075
Cl -3.7311 4.4570 3.0059
C -1.6075 2.8196 2.5829
C -0.7364 3.6736 3.2315
C 0.6083 3.3142 3.3180
C 1.0878 2.1440 2.7203
N 0.2422 1.2607 2.0863
C -1.1230 1.5998 2.0828
C -1.8665 0.8092 1.2268
O -1.3011 -0.2439 0.6496
H -4.7755 2.4294 1.3740
H -1.0930 4.6181 3.6179
H 1.2736 3.9618 3.8740
H 2.1347 1.8876 2.7721
F 6.3302 -2.8621 1.2399
C 4.9823 -2.8657 1.3971
C 4.3355 -1.6671 1.7298
F 5.0303 -0.5129 1.8827
C 2.9620 -1.6880 1.6774
F 2.3324 -0.4112 1.8984
C 2.1551 -2.7696 1.4323
S 0.3968 -2.5152 1.4691
C 2.8497 -3.9830 1.0766
F 2.1503 -4.9758 0.5032
C 4.2496 -4.0136 1.0512
F 4.9059 -5.1566 0.7485
C -3.3024 -1.0550 -3.8879
C -2.0718 -0.6281 -3.1375
C -1.9523 0.6587 -2.6449
C -0.7608 1.0782 -2.0938
C -0.6054 2.5160 -1.7239
C 0.2241 0.0716 -1.8609
Te 2.1248 0.7636 -1.1364
C 0.0911 -1.2677 -2.3303
C 1.1937 -2.2959 -2.3519
C -1.0872 -1.5882 -2.9752
H -4.1028 -0.3347 -3.7010
H -3.5886 -2.0512 -3.5701
H -3.0473 -1.1473 -4.9616
H -2.8035 1.3224 -2.7089
H -1.5176 3.0452 -2.0385
H 0.3169 2.9933 -2.1449
H -0.5074 2.5958 -0.6245
H 1.5080 -2.6373 -1.3636
H 2.0847 -1.9146 -2.8522
H 0.8482 -3.1790 -2.8829
H -1.3317 -2.5934 -3.3134
*
```

Summary:
* molar mass: 706.8 Da
* maximum force: 4.34 eV/A
* E_HOMO (spin up / spin down): -0.281 / -0.289 Eh
* gap between HOMO and LUMO (spin up / spin down): 0.2239 / 0.2334 hartree

Here are the natural (NBO) charges for atoms 1 to 4, given in e: 1.16, 0.10, -0.11, -0.20

=====

No. 3
ORCA calculation (ωB97M-V/def2-TZVPD) on a 2-piece molecular cluster, C4H10N2O2 overall.

Geometry as ORCA input:
```
! wB97M-V def2-TZVPD RIJCOSX def2/J DEFGRID3
* xyz 0 1
C -1.0557 1.5964 -1.2851
C 0.0941 0.6873 -1.6379
N -0.0045 -0.0555 -2.7855
O 1.1656 0.8043 -1.0737
H -1.9878 1.2770 -1.7400
H -0.8122 2.6366 -1.4496
H -1.2089 1.4576 -0.2193
H 0.8064 -0.6121 -3.0090
H -0.8752 -0.4427 -3.1134
C 1.5372 -0.7900 1.7747
C 0.1203 -0.3030 1.7944
N -0.8616 -1.2426 1.8667
O -0.1496 0.8811 1.7370
H 2.0141 -0.2824 0.9364
H 1.5901 -1.8677 1.6523
H 2.1149 -0.5505 2.6642
H -1.8217 -0.9590 1.9505
H -0.6655 -2.2347 1.9371
*
```

Summary:
* molar mass: 118.1 Da
* maximum force: 1.74 eV/A
* E_HOMO: -0.350 Eh
* SMILES: CC(N)=O.CC(N)=O
* gap between HOMO and LUMO: 0.3798 hartree

Here are the natural (NBO) charges for atoms 1 to 4, given in e: -0.73, 0.68, -0.83, -0.62

=====

No. 4
ORCA calculation (ωB97M-V/def2-TZVPD) on one molecule with the formula C4H11N3.

Geometry as ORCA input:
```
! wB97M-V def2-TZVPD RIJCOSX def2/J DEFGRID3
* xyz 0 1
C 0.3990 0.9150 -1.9999
N -0.6205 1.0132 -0.8203
C -0.5497 0.0505 0.1677
C -1.8418 -0.6286 0.5607
C 0.6588 -0.3079 0.7257
N 1.7189 0.5767 0.6911
N 0.7939 -1.3705 1.5912
H -0.0203 0.2200 -2.7301
H 0.4444 1.9168 -2.4300
H 1.4196 0.5984 -1.7755
H -1.5817 1.2061 -1.1081
H -2.6854 0.0650 0.4734
H -1.8182 -0.9777 1.5974
H -2.0480 -1.4792 -0.0960
H 1.3539 1.5316 0.7208
H 2.3740 0.4728 1.4602
H 0.2304 -2.1682 1.3162
H 1.7729 -1.6339 1.6556
*
```

Summary:
* molar mass: 101.2 Da
* maximum force: 3.65 eV/A
* E_HOMO: -0.223 Eh
* SMILES: CNC(C)=C(N)N
* gap between HOMO and LUMO: 0.2618 hartree

Here are the natural (NBO) charges for atoms 1 to 4, given in e: -0.42, -0.65, 0.02, -0.65

=====

> The highest maximum force belongs to which entry?

C24H15Cl2F5NOSTeTi